DFT (ωB97M-V/def2-TZVPD) results for C50H49Cl3FeN8OS5 as an isolated structure.

```
! wB97M-V def2-TZVPD RIJCOSX def2/J DEFGRID3
* xyz 3 6
Fe -14.87 -0.87 20.05
C -18.19 -2.78 19.28
C -18.06 -1.62 20.24
N -17.00 -0.93 20.59
C -17.25 -0.05 21.64
C -18.51 -0.10 22.15
S -19.43 -1.16 21.21
C -16.07 0.57 22.26
C -16.00 1.69 23.00
S -14.45 1.77 23.75
C -13.99 0.31 23.03
N -14.90 -0.15 22.20
C -12.67 -0.37 23.43
H -17.50 -3.64 19.53
H -18.00 -2.39 18.27
H -19.18 -3.17 19.29
H -18.88 0.37 23.00
H -16.82 2.36 23.15
H -12.82 -0.85 24.41
H -11.83 0.34 23.48
H -12.43 -1.14 22.73
S -20.00 1.05 18.63
C -21.31 1.77 17.82
C -20.90 2.86 17.08
C -19.51 3.11 17.21
C -18.88 2.19 17.99
C -17.50 2.26 18.45
C -16.84 1.06 18.62
N -15.69 1.00 19.24
C -15.09 2.14 19.70
C -15.64 3.37 19.42
C -14.78 4.49 19.76
C -13.52 4.32 20.24
C -12.92 3.03 20.42
C -11.55 2.81 20.77
C -11.08 1.50 20.73
C -12.00 0.46 20.58
N -13.31 0.68 20.29
C -13.76 1.94 20.18
C -9.68 1.15 20.93
C -8.67 2.02 20.58
C -7.37 1.56 20.95
C -7.40 0.34 21.60
S -9.02 -0.27 21.67
C -16.91 3.44 18.81
H -22.31 1.43 17.94
H -21.62 3.45 16.54
H -19.02 3.95 16.73
H -17.26 0.11 18.25
H -15.23 5.48 19.51
H -12.94 5.24 20.47
H -10.88 3.64 20.98
H -11.69 -0.55 20.71
H -8.81 3.02 20.17
H -6.45 2.10 20.83
H -6.62 -0.19 22.12
H -17.36 4.41 18.62
C -11.28 -3.72 20.64
N -10.94 -3.80 19.23
C -9.63 -4.47 19.07
C -11.31 -2.56 18.52
C -12.80 -2.82 18.31
N -13.70 -1.67 18.20
C -14.92 -2.01 17.46
C -13.08 -0.50 17.53
H -10.98 -2.79 21.17
H -10.78 -4.50 21.18
H -12.34 -3.78 20.85
H -8.89 -4.13 19.82
H -9.18 -4.22 18.10
H -9.74 -5.58 19.15
H -10.82 -2.46 17.56
H -10.97 -1.71 19.15
H -13.13 -3.46 19.07
H -12.86 -3.32 17.31
H -15.21 -1.21 16.75
H -15.79 -2.05 18.10
H -14.89 -2.92 16.92
H -12.89 -0.69 16.46
H -12.09 -0.30 17.94
H -13.73 0.38 17.66
Cl -10.75 -8.84 22.91
C -11.73 -7.61 23.59
C -11.86 -6.41 22.88
C -12.70 -5.45 23.37
C -13.49 -5.59 24.53
C -14.74 -4.69 24.69
C -15.78 -4.88 23.60
N -15.41 -4.31 22.29
C -15.24 -5.01 21.11
C -15.02 -4.06 20.19
N -14.95 -2.84 20.77
C -15.22 -3.03 22.05
O -14.51 -3.30 24.88
C -14.58 -2.89 26.25
C -15.02 -1.45 26.37
C -16.18 -0.92 25.86
Cl -17.45 -1.72 24.98
S -16.43 0.72 26.26
C -14.89 0.80 26.97
C -14.26 -0.40 27.00
C -13.25 -6.76 25.33
Cl -13.99 -6.94 26.87
C -12.37 -7.75 24.86
H -11.27 -6.28 22.01
H -12.82 -4.53 22.81
H -15.27 -5.06 25.58
H -16.66 -4.32 23.91
H -16.08 -5.92 23.47
H -15.28 -6.09 21.01
H -14.82 -4.30 19.15
H -15.35 -2.29 22.82
H -13.59 -3.07 26.82
H -15.35 -3.55 26.76
H -14.59 1.59 27.57
H -13.37 -0.57 27.54
H -12.18 -8.65 25.47
*
```

Its maximum force is 2.847 eV Å⁻¹. The value obtained for the highest occupied orbital energy (alpha / beta) is -14.58 / -14.58 eV. The total energy comes out at -7082.35936 Ha. As for the molecular weight: 1100.54 g mol⁻¹. The gap between HOMO and LUMO (alpha / beta) is 0.2407 / 0.1747 Eh.

DFT (ωB97M-V/def2-TZVPD) results for C50H49CrN5P2S2Si2 as an isolated structure.

```
! wB97M-V def2-TZVPD RIJCOSX def2/J DEFGRID3
* xyz -2 5
Cr -0.48 0.01 -0.17
S -0.57 -0.25 2.27
C 0.87 -1.15 2.14
S 1.46 -1.29 0.50
C 1.54 -1.71 3.22
C 1.13 -1.45 4.55
N 0.83 -1.22 5.64
C 2.70 -2.51 3.05
N 3.64 -3.18 2.95
C 2.69 1.28 -1.68
Si 1.39 2.58 -1.24
C 0.19 3.01 -2.66
C 2.41 4.20 -1.17
C 0.45 2.19 0.34
C -0.95 2.55 0.24
C -1.56 3.74 0.66
C -2.86 4.01 0.29
C -3.57 3.07 -0.47
C -2.96 1.87 -0.75
N -1.71 1.59 -0.36
Si 1.33 2.76 1.91
C 0.30 2.79 3.51
C 1.88 4.60 1.94
C 2.93 1.77 2.15
H 3.37 1.63 -2.46
H 2.23 0.36 -2.01
H 3.29 1.05 -0.80
H 0.66 2.86 -3.63
H -0.12 4.06 -2.59
H -0.71 2.39 -2.64
H 2.76 4.44 -2.17
H 3.28 4.09 -0.52
H 1.82 5.05 -0.81
H -0.97 4.47 1.20
H -3.33 4.95 0.56
H -4.57 3.26 -0.82
H -3.47 1.09 -1.30
H -0.36 3.66 3.51
H 0.97 2.88 4.37
H -0.30 1.90 3.66
H 1.05 5.28 1.74
H 2.68 4.82 1.22
H 2.26 4.82 2.94
H 2.81 0.73 1.85
H 3.26 1.78 3.19
H 3.74 2.19 1.54
C -1.52 -3.19 -2.82
N -1.85 -3.16 -1.42
P -1.96 -2.02 -0.33
C -2.36 -3.11 1.15
C -2.42 -4.49 0.94
C -2.77 -5.36 1.96
C -3.06 -4.87 3.22
C -3.02 -3.50 3.45
C -2.69 -2.63 2.42
C -3.71 -1.33 -0.35
C -4.22 -0.44 0.58
C -5.56 -0.08 0.57
C -6.41 -0.60 -0.39
C -5.91 -1.46 -1.36
C -4.57 -1.82 -1.33
P 1.77 -3.04 -1.48
C 1.98 -4.53 -0.45
C 2.75 -5.59 -0.93
C 2.80 -6.80 -0.25
C 2.09 -6.96 0.93
C 1.33 -5.91 1.43
C 1.26 -4.72 0.73
C 3.50 -2.63 -1.77
C 4.55 -2.92 -0.88
C 5.84 -2.53 -1.17
C 6.12 -1.81 -2.33
C 5.09 -1.49 -3.20
C 3.80 -1.91 -2.94
H -2.43 -3.19 -3.45
H -0.99 -4.13 -3.04
H -0.89 -2.38 -3.16
H -2.17 -4.85 -0.05
H -2.82 -6.42 1.77
H -3.31 -5.55 4.03
H -3.25 -3.11 4.43
H -2.67 -1.58 2.62
H -3.55 0.00 1.32
H -5.95 0.61 1.32
H -7.47 -0.34 -0.38
H -6.56 -1.85 -2.13
H -4.17 -2.52 -2.07
H 3.31 -5.46 -1.85
H 3.39 -7.62 -0.64
H 2.13 -7.91 1.46
H 0.78 -6.02 2.35
H 0.65 -3.91 1.11
H 4.34 -3.43 0.05
H 6.64 -2.78 -0.48
H 7.14 -1.49 -2.54
H 5.30 -0.91 -4.10
H 3.00 -1.69 -3.63
N 0.34 0.29 -10.09
C 0.26 0.18 -8.95
C 0.17 0.07 -7.53
C 1.29 0.31 -6.73
C 1.19 0.25 -5.35
C -0.04 -0.07 -4.74
C -1.15 -0.34 -5.56
C -1.05 -0.27 -6.93
C -0.16 -0.10 -3.33
C -0.28 -0.10 -2.12
H 2.23 0.55 -7.20
H 2.05 0.45 -4.73
H -2.09 -0.60 -5.09
H -1.90 -0.48 -7.56
*
```

Its maximum force is 1.761 eV Å⁻¹. The value obtained for the highest occupied orbital energy (alpha / beta) is -1.53 / -2.21 eV. The total energy comes out at -5311.11048 Ha. As for the molecular weight: 954.23 g mol⁻¹. The value obtained for the energy relative to the best compared isomer or geometry (same formula, charge and spin) is 31.8 kcal per mole. The gap between HOMO and LUMO (alpha / beta) is 0.2000 / 0.2185 Eh.

DFT (ωB97M-V/def2-TZVPD) results for C50H49F3N2OReSSbSe as an isolated structure.

```
! wB97M-V def2-TZVPD RIJCOSX def2/J DEFGRID3
* xyz 3 2
Re 0.44 1.25 0.74
C -1.53 4.09 1.01
C -0.39 3.27 1.54
C 0.91 3.38 0.97
C 2.03 2.79 1.67
C 1.81 1.84 2.64
C 0.46 1.45 2.97
C -0.60 2.31 2.54
H -1.33 4.42 -0.01
H -1.65 4.98 1.63
H -2.46 3.53 1.03
H 1.09 4.09 0.18
H 3.03 3.01 1.34
H 2.64 1.31 3.09
H 0.26 0.68 3.70
H -1.60 2.12 2.89
C -3.29 4.59 -7.93
C -2.75 4.04 -6.65
O -1.68 4.21 -6.17
S -4.07 2.98 -5.84
C -3.45 2.35 -4.37
C -4.39 1.59 -3.63
C -4.05 1.01 -2.44
C -2.74 1.16 -1.91
C -1.81 1.93 -2.66
C -2.14 2.51 -3.85
C -2.34 0.58 -0.66
C -1.12 0.81 -0.09
H -2.51 5.16 -8.43
H -4.14 5.24 -7.72
H -3.64 3.78 -8.57
H -5.40 1.47 -4.01
H -4.80 0.45 -1.90
H -0.81 2.05 -2.28
H -1.41 3.08 -4.40
C 4.79 -1.52 -2.74
C 5.03 -0.11 -3.27
C 5.62 0.85 -2.23
C 4.64 1.32 -1.16
N 4.54 0.44 0.02
C 3.48 -0.25 0.44
Se 1.78 -0.33 -0.44
N 3.78 -0.90 1.57
C 2.93 -1.82 2.34
C 3.32 -3.29 2.19
C 3.35 -3.80 0.75
C 4.72 -3.67 0.08
C 5.11 -0.61 1.91
C 5.89 -1.01 2.99
C 7.18 -0.51 3.03
C 7.66 0.37 2.04
C 6.88 0.76 0.97
C 5.59 0.24 0.93
H 4.43 -2.17 -3.54
H 4.05 -1.55 -1.94
H 5.72 -1.96 -2.36
H 4.11 0.31 -3.67
H 5.73 -0.16 -4.10
H 5.98 1.75 -2.74
H 6.49 0.40 -1.76
H 3.63 1.42 -1.57
H 4.94 2.30 -0.77
H 1.91 -1.66 2.00
H 2.99 -1.51 3.39
H 2.59 -3.85 2.79
H 4.29 -3.47 2.66
H 2.59 -3.28 0.15
H 3.06 -4.85 0.74
H 5.06 -2.63 0.03
H 4.69 -4.06 -0.94
H 5.46 -4.24 0.64
H 5.53 -1.68 3.75
H 7.83 -0.79 3.84
H 8.67 0.74 2.11
H 7.26 1.43 0.21
F -9.26 -1.98 -1.15
C -8.02 -1.69 -0.79
C -6.97 -2.27 -1.49
C -5.67 -1.96 -1.11
C -5.45 -1.10 -0.04
C -6.52 -0.54 0.66
C -7.82 -0.84 0.28
Sb -3.50 -0.71 0.56
C -2.55 -2.56 0.72
C -1.19 -2.70 0.45
C -0.59 -3.94 0.57
C -1.37 -5.02 0.95
F -0.79 -6.21 1.06
C -2.72 -4.90 1.22
C -3.32 -3.66 1.10
C -3.54 0.24 2.42
C -4.15 1.49 2.55
C -4.17 2.13 3.77
C -3.57 1.50 4.86
F -3.58 2.11 6.03
C -2.96 0.26 4.76
C -2.95 -0.38 3.52
H -7.18 -2.94 -2.31
H -4.85 -2.41 -1.65
H -6.36 0.11 1.51
H -8.67 -0.43 0.81
H -0.60 -1.85 0.15
H 0.46 -4.09 0.35
H -3.29 -5.78 1.52
H -4.38 -3.56 1.30
H -4.62 1.97 1.70
H -4.65 3.09 3.91
H -2.53 -0.19 5.64
H -2.49 -1.35 3.43
*
```

Its maximum force is 0.450 eV Å⁻¹. The value obtained for the highest occupied orbital energy (alpha / beta) is -14.93 / -15.52 eV. The total energy comes out at -5536.26355 Ha. As for the molecular weight: 1169.94 g mol⁻¹. The gap between HOMO and LUMO (alpha / beta) is 0.2222 / 0.2047 Eh.

DFT (ωB97M-V/def2-TZVPD) results for C50H50F9N2O5SeSn as an isolated structure.

```
! wB97M-V def2-TZVPD RIJCOSX def2/J DEFGRID3
* xyz 1 1
Sn -0.54 0.51 1.11
C -2.95 1.27 -5.64
C -1.90 0.54 -4.80
C -1.00 -0.33 -5.68
O -1.06 1.47 -4.09
C -0.93 1.12 -2.78
C -1.68 -0.23 -2.69
O -2.55 -0.20 -3.79
C -2.34 -0.79 -1.38
O -1.36 -0.89 -0.45
C -3.60 -0.12 -0.88
C -4.57 0.39 -1.75
C -5.75 0.91 -1.24
C -5.98 0.93 0.13
C -5.03 0.40 0.99
C -3.87 -0.15 0.48
C -2.70 -2.27 -1.74
C -4.00 -2.75 -1.80
C -4.23 -4.08 -2.13
C -3.18 -4.94 -2.37
C -1.88 -4.47 -2.29
C -1.65 -3.15 -1.96
C -1.24 2.38 -1.76
O -1.23 1.80 -0.57
C -0.09 3.39 -1.87
C -0.37 4.76 -1.79
C 0.65 5.68 -1.65
C 1.97 5.28 -1.58
C 2.26 3.92 -1.64
C 1.24 3.00 -1.78
C -2.55 3.00 -2.17
C -3.57 3.10 -1.24
C -4.73 3.80 -1.54
C -4.88 4.38 -2.78
C -3.86 4.30 -3.72
C -2.69 3.62 -3.41
H -2.45 1.96 -6.31
H -3.62 1.82 -4.99
H -3.51 0.54 -6.21
H -0.55 0.28 -6.46
H -1.59 -1.12 -6.14
H -0.20 -0.79 -5.09
H 0.11 0.94 -2.49
H -0.88 -0.97 -2.87
H -4.40 0.38 -2.81
H -6.50 1.29 -1.92
H -6.90 1.34 0.52
H -5.22 0.38 2.06
H -3.18 -0.65 1.16
H -4.85 -2.11 -1.62
H -5.25 -4.43 -2.19
H -3.37 -5.98 -2.62
H -1.05 -5.12 -2.48
H -0.64 -2.79 -1.86
H -1.38 5.11 -1.81
H 0.40 6.73 -1.58
H 2.77 6.00 -1.46
H 3.28 3.57 -1.56
H 1.50 1.95 -1.81
H -3.42 2.66 -0.26
H -5.51 3.88 -0.80
H -5.79 4.90 -3.03
H -3.97 4.77 -4.68
H -1.89 3.58 -4.13
F -0.53 -1.55 6.23
C -0.31 -1.37 4.93
F -1.28 -1.99 4.26
F 0.82 -2.02 4.63
C -0.20 0.10 4.49
O 0.38 0.16 3.29
C -1.61 0.72 4.48
F -2.33 0.29 3.43
F -1.54 2.05 4.34
F -2.33 0.45 5.56
C 0.59 0.89 5.56
F 1.06 2.03 5.05
F 1.66 0.22 6.01
F -0.14 1.21 6.62
C 6.75 2.23 1.38
C 5.41 1.51 1.37
C 4.73 1.67 2.73
C 3.28 1.18 2.77
N 3.17 -0.25 2.65
C 2.67 -0.94 1.62
Se 1.92 -0.18 0.09
N 2.76 -2.26 1.85
C 2.41 -3.32 0.95
C 3.64 -3.76 0.13
C 3.27 -4.68 -1.04
C 2.62 -5.99 -0.60
C 3.31 -2.43 3.10
C 3.58 -3.57 3.84
C 4.08 -3.39 5.11
C 4.32 -2.11 5.63
C 4.07 -0.97 4.89
C 3.56 -1.15 3.62
H 7.26 2.12 0.43
H 7.39 1.83 2.16
H 6.61 3.29 1.58
H 5.56 0.45 1.15
H 4.78 1.93 0.59
H 4.71 2.73 2.99
H 5.31 1.15 3.49
H 2.70 1.64 1.97
H 2.82 1.48 3.72
H 1.63 -2.97 0.28
H 2.03 -4.16 1.53
H 4.34 -4.28 0.79
H 4.13 -2.87 -0.27
H 4.19 -4.91 -1.59
H 2.60 -4.15 -1.72
H 3.26 -6.52 0.09
H 2.44 -6.62 -1.46
H 1.66 -5.81 -0.11
H 3.41 -4.56 3.44
H 4.30 -4.25 5.73
H 4.70 -2.02 6.64
H 4.24 0.01 5.31
*
```

Its maximum force is 3.403 eV Å⁻¹. The value obtained for the highest occupied orbital energy (alpha / beta) is -10.94 / -10.92 eV. The total energy comes out at -5935.32067 Ha. As for the molecular weight: 1127.61 g mol⁻¹. The value obtained for the energy relative to the best compared isomer or geometry (same formula, charge and spin) is 82.0 kcal per mole. The gap between HOMO and LUMO (alpha / beta) is 0.1923 / 0.1841 Eh.